1.
C43H81N11NbO3 | ωB97M-V with the def2-TZVPD basis set

The value obtained for the energy is -69966.9802 eV. The gap between HOMO and LUMO comes out at 5.66 eV. The calculation puts the HOMO energy at -4.3 eV. For the largest force on an atom, the calculation gives 16.86 eV/Å.

Geometry as ORCA input:
```
! wB97M-V def2-TZVPD RIJCOSX def2/J DEFGRID3
* xyz -1 1
C 5.995 -0.003 2.756
C 4.722 -1.024 2.630
C 4.669 -1.467 1.056
C 3.503 -2.625 0.953
C 2.836 -2.522 -0.542
C 1.842 -1.250 -0.564
C 0.389 -1.518 -1.229
C -0.415 -2.775 -0.632
C -0.332 -2.912 0.986
C -0.809 -1.598 1.796
Nb -3.049 -1.279 1.974
C -3.330 -0.842 -0.254
N -4.066 0.469 -0.526
C -3.427 1.181 -1.689
C -5.344 -0.979 2.186
O -6.028 -1.391 0.940
C -7.141 -2.275 1.219
C -8.291 -1.923 0.122
C -7.997 -2.669 -1.294
C -3.527 -3.507 1.717
O -2.957 -4.378 2.755
C -3.669 -4.297 3.984
C -2.773 -4.135 5.326
O -4.926 -4.348 4.133
C -2.857 0.930 2.516
C -3.614 1.222 3.953
C -1.342 1.465 2.697
C -0.742 2.032 1.279
H 5.844 0.678 3.669
H 6.022 0.594 1.766
H 6.927 -0.670 2.828
H 4.844 -1.945 3.304
H 3.769 -0.476 2.971
H 5.674 -1.912 0.690
H 4.351 -0.522 0.470
H 2.757 -2.377 1.790
H 3.914 -3.683 1.172
H 3.707 -2.369 -1.288
H 2.339 -3.524 -0.794
H 1.766 -0.881 0.537
H 2.401 -0.394 -1.122
H -0.192 -0.510 -1.174
H 0.578 -1.687 -2.368
H -1.489 -2.764 -1.036
H 0.077 -3.735 -1.072
H -0.808 -3.903 1.341
H 0.805 -3.036 1.215
H -0.375 -1.695 2.877
H -0.228 -0.699 1.332
H -2.876 -1.630 3.780
H -3.909 -1.740 -0.723
H -2.331 -0.755 -0.814
H -5.023 0.228 -0.838
H -3.816 2.268 -1.714
H -2.277 1.259 -1.603
H -3.673 0.633 -2.670
H -5.619 0.140 2.334
H -5.683 -1.617 3.101
H -6.798 -3.357 1.015
H -7.624 -2.131 2.250
H -8.341 -0.772 -0.046
H -9.316 -2.303 0.476
H -7.307 -2.056 -1.974
H -8.984 -2.836 -1.873
H -7.503 -3.701 -1.147
H -3.125 -3.899 0.699
H -4.675 -3.696 1.682
H -3.244 -4.698 6.230
H -1.706 -4.538 5.215
H -2.721 -3.022 5.662
H -3.379 1.649 1.762
H -4.168 0.304 4.361
H -2.788 1.466 4.737
H -4.256 2.169 3.864
H -1.415 2.415 3.372
H -0.625 0.757 3.240
H 0.225 1.491 0.982
H -0.463 3.156 1.402
H -1.546 1.963 0.440
C 0.471 -7.452 -1.668
C 0.934 -6.478 -0.622
N 1.301 -5.705 0.206
H 0.888 -7.180 -2.640
H 0.801 -8.460 -1.409
H -0.618 -7.439 -1.732
C -7.339 0.967 -3.086
C -6.714 0.098 -4.141
N -6.220 -0.590 -4.977
H -6.778 1.898 -2.990
H -8.370 1.199 -3.358
H -7.333 0.448 -2.125
C 1.944 1.330 -4.433
C 1.465 1.759 -3.074
N 1.079 2.110 -1.977
H 1.331 1.795 -5.207
H 2.983 1.631 -4.574
H 1.872 0.245 -4.527
C 5.752 -5.338 -0.853
C 6.268 -3.958 -1.157
N 6.694 -2.831 -1.410
H 5.199 -5.724 -1.711
H 6.586 -6.012 -0.635
H 5.089 -5.303 0.013
C 2.223 5.386 -1.350
C 2.745 6.760 -1.666
N 3.157 7.849 -1.917
H 1.668 4.993 -2.204
H 3.054 4.715 -1.127
H 1.560 5.431 -0.484
C 6.374 1.185 -5.442
C 5.032 1.625 -5.956
N 3.968 1.974 -6.362
H 6.555 0.144 -5.719
H 7.159 1.809 -5.873
H 6.403 1.274 -4.355
C 0.174 9.579 0.610
C -0.323 8.174 0.422
N -0.716 7.059 0.273
H 0.834 9.853 -0.215
H -0.670 10.271 0.636
H 0.726 9.656 1.548
C 1.845 -0.684 5.819
C 1.741 0.710 5.270
N 1.658 1.819 4.834
H 1.919 -1.401 4.999
H 2.733 -0.771 6.449
H 0.961 -0.915 6.416
C 8.437 1.060 -0.950
C 8.020 -0.370 -1.172
N 7.662 -1.519 -1.351
H 9.096 1.383 -1.758
H 7.558 1.710 -0.927
H 8.968 1.147 -0.001
C 1.225 9.500 -4.632
C 1.131 10.895 -5.182
N 1.056 12.001 -5.617
H 1.296 8.782 -5.451
H 2.111 9.408 -4.001
H 0.339 9.274 -4.037
*
```

Atom charges from the Löwdin analysis, given in e for atoms 1 to 8: number 1, C, carries -0.140; number 2, C, carries -0.260; number 3, C, carries -0.210; number 4, C, carries -0.207; number 5, C, carries -0.205; number 6, C, carries -0.216; number 7, C, carries -0.210; number 8, C, carries -0.218

***

2.
C6H12O | ωB97M-V with the def2-TZVPD basis set

The value obtained for the energy is -8463.1440 eV. The gap between HOMO and LUMO comes out at 10.56 eV. Its energy above the lowest of the compared OMol25 structures with the same formula, charge and spin is 1.210 eV. The calculation puts the HOMO energy at -9.6 eV. For the largest force on an atom, the calculation gives 0.54 eV/Å. As for the SMILES: CCC(C)=O.C=C.

Geometry as ORCA input:
```
! wB97M-V def2-TZVPD RIJCOSX def2/J DEFGRID3
* xyz 0 1
C 0.935 1.195 0.521
C 0.043 0.884 -0.688
C -1.363 0.479 -0.282
C -2.268 1.570 0.243
O -1.757 -0.666 -0.378
H 1.968 1.357 0.197
H 0.608 2.100 1.045
H 0.938 0.360 1.229
H 0.468 0.062 -1.272
H -0.015 1.768 -1.337
H -1.808 2.091 1.090
H -2.437 2.314 -0.544
H -3.222 1.138 0.548
C 1.933 -2.205 -0.137
C 0.702 -2.683 0.007
H 2.788 -2.647 0.369
H 2.143 -1.348 -0.776
H 0.501 -3.540 0.646
H -0.158 -2.230 -0.481
*
```

Atom charges from the Löwdin analysis, given in e for atoms 1 to 8: number 1, C, carries -0.099; number 2, C, carries -0.186; number 3, C, carries -0.450; number 4, C, carries -0.014; number 5, O, carries 0.059; number 6, H, carries 0.075; number 7, H, carries 0.069; number 8, H, carries 0.076

***

3.
C3HBiFO2 | ωB97M-V with the def2-TZVPD basis set

The value obtained for the energy is -15731.7580 eV. The gap between HOMO and LUMO (spin up / spin down) comes out at 8.99 / 4.57 eV. The calculation puts the HOMO energy (spin up / spin down) at -26.1 / -23.7 eV. For the largest force on an atom, the calculation gives 6.03 eV/Å.

Geometry as ORCA input:
```
! wB97M-V def2-TZVPD RIJCOSX def2/J DEFGRID3
* xyz 3 1
O -0.641 2.417 -1.534
C -0.083 3.101 -2.251
Bi -1.560 1.108 -0.110
F 0.185 0.120 0.212
H 1.489 -1.330 1.584
O 0.223 -2.211 0.040
C -0.255 -2.153 1.232
C 0.642 -1.052 0.827
*
```

Electronic structure analysis, Löwdin charges in units of e: number 1, O, carries -0.227; number 2, C, carries 0.312; number 3, Bi, carries 2.014; number 4, F, carries -0.177; number 5, H, carries 0.279; number 6, O, carries 0.326; number 7, C, carries 0.490; number 8, C, carries -0.017